{
  "formula": "C48H48BrN2O3PSSb2SeTi",
  "method": "wB97M-V/def2-TZVPD",
  "species": ["Ti", "Br", "C", "C", "C", "C", "C", "C", "N", "C", "C", "C", "C", "C", "C", "N", "H", "H", "H", "H", "H", "H", "H", "H", "H", "O", "S", "O", "O", "C", "C", "C", "C", "C", "C", "P", "C", "C", "C", "C", "C", "C", "C", "C", "C", "C", "C", "C", "H", "H", "H", "H", "H", "H", "H", "H", "H", "H", "H", "H", "H", "H", "C", "Sb", "C", "C", "C", "C", "C", "C", "C", "C", "C", "Sb", "C", "C", "H", "H", "H", "H", "H", "H", "H", "H", "H", "H", "H", "H", "H", "H", "H", "H", "H", "H", "H", "H", "Se", "C", "C", "C", "C", "C", "C", "H", "H", "H", "H", "H"],
  "coordinates": [[0.94912, -1.52212, 1.44739], [-6.18457, -2.58168, 3.37736], [-4.41656, -2.69465, 2.81320], [-3.55629, -1.54455, 2.94965], [-2.23684, -1.63557, 2.63692], [-1.69368, -2.90502, 2.20394], [-2.51171, -4.02590, 2.11887], [-3.87949, -3.90469, 2.35150], [-0.26512, -3.09221, 2.11988], [0.24106, -4.32605, 2.14893], [1.63454, -4.36182, 1.98957], [2.42206, -5.48520, 2.21047], [3.75576, -5.42958, 1.84715], [4.30440, -4.28890, 1.23817], [3.47760, -3.18927, 1.09250], [2.20839, -3.18013, 1.57392], [-3.94553, -0.58018, 3.25643], [-1.48379, -0.86267, 2.79559], [-2.02682, -4.98362, 1.99800], [-4.57211, -4.72370, 2.15755], [-0.25771, -5.21091, 2.56678], [1.91878, -6.45526, 2.42693], [4.38917, -6.28798, 2.00838], [5.36139, -4.23042, 1.04838], [3.83252, -2.24670, 0.68183], [0.37565, 0.76034, 4.29251], [1.30826, 0.50178, 3.21632], [0.61692, 0.42590, 1.79486], [2.00935, -0.83264, 3.13758], [2.50493, 1.82213, 3.35603], [2.59804, 2.19615, 4.68409], [3.66969, 3.06133, 5.04717], [4.60331, 3.42882, 4.08570], [4.43996, 3.08740, 2.74897], [3.38378, 2.25577, 2.35847], [3.13430, 1.81686, 0.55540], [2.36744, 3.30997, -0.01961], [1.96103, 3.25573, -1.37547], [1.34840, 4.32898, -2.01754], [1.18272, 5.54899, -1.34759], [1.53703, 5.58274, 0.01100], [2.01034, 4.49450, 0.68667], [4.78708, 2.07675, -0.12857], [5.65260, 0.98359, -0.09104], [6.96959, 1.06548, -0.57576], [7.51330, 2.27606, -1.01036], [6.61294, 3.34712, -1.11377], [5.27812, 3.26040, -0.71319], [1.89925, 1.82578, 5.38009], [3.82071, 3.32998, 6.12256], [5.36169, 4.17120, 4.27888], [5.21624, 3.41498, 2.04211], [2.33933, 2.37941, -1.95651], [0.99095, 4.24932, -3.05151], [0.73720, 6.41949, -1.81247], [1.28866, 6.51567, 0.57163], [2.23811, 4.57688, 1.77660], [5.33932, 0.07512, 0.43485], [7.59686, 0.19777, -0.46963], [8.55501, 2.28430, -1.32339], [6.98549, 4.29280, -1.55244], [4.60766, 4.12861, -0.86559], [-2.50846, 2.35617, 2.03922], [-3.09692, 1.11917, 0.31114], [-2.72047, 2.49127, -1.33552], [-5.37570, 0.95384, 0.28941], [-5.94309, 0.93265, -1.04830], [-6.55897, 2.08924, -1.55938], [-7.19175, 2.09944, -2.81222], [-7.18707, 0.96928, -3.59578], [-6.49072, -0.17311, -3.21439], [-5.97680, -0.27087, -1.92210], [-5.44246, -1.57265, -1.42195], [-3.33811, -2.01747, -2.02410], [-3.60894, -2.18437, -4.13239], [-3.33665, -4.14664, -1.63799], [-2.97557, 3.35639, 2.02071], [-1.42197, 2.50781, 1.98696], [-2.76239, 1.84740, 2.96326], [-3.05744, 1.96055, -2.23669], [-1.61816, 2.75401, -1.40670], [-3.27264, 3.42938, -1.27279], [-5.49127, 1.85317, 0.86578], [-5.48888, 0.12195, 0.97527], [-6.56230, 2.98285, -0.97177], [-7.74525, 3.00657, -3.06932], [-7.71843, 0.94445, -4.57059], [-6.48652, -1.02925, -3.88989], [-6.06229, -2.44179, -1.81654], [-5.42156, -1.60906, -0.33977], [-3.78313, -1.19821, -4.59971], [-4.50557, -2.84140, -4.34745], [-2.68485, -2.61486, -4.56929], [-3.16726, -4.43708, -0.59559], [-2.47721, -4.53289, -2.15812], [-4.26234, -4.62346, -1.92915], [0.09507, -1.44174, -0.83799], [1.32902, -1.46098, -2.24841], [0.98246, -2.21104, -3.38449], [1.86847, -2.35140, -4.40415], [3.06649, -1.66282, -4.35804], [3.36675, -0.76829, -3.28042], [2.49307, -0.69958, -2.21167], [-0.04060, -2.65115, -3.41604], [1.61283, -2.99304, -5.23809], [3.77928, -1.89584, -5.13887], [4.22478, -0.07907, -3.29481], [2.65769, -0.03420, -1.37759]],
  "forces_ev_per_angstrom": [[-0.3, -1.0, 0.0], [-0.6, 0.1, 0.0], [2.2, 0.6, -0.4], [-1.4, -0.8, -0.2], [2.0, -2.1, -0.8], [0.5, 0.0, 1.4], [-0.1, 0.7, 0.1], [-0.8, 0.6, 0.2], [-1.8, 1.1, -0.6], [0.6, 0.2, 1.1], [0.2, 0.5, -0.3], [0.4, -1.3, -0.9], [-0.3, -0.3, 0.2], [-0.6, 0.5, 0.5], [-0.2, -0.3, 1.0], [0.7, -0.4, -1.0], [-0.2, -0.2, 0.2], [-0.6, 0.3, 0.0], [-0.5, -0.1, -0.5], [0.3, 0.0, 0.3], [0.1, 0.5, -0.3], [0.6, 0.9, 0.3], [0.0, -0.2, 0.0], [0.1, 0.0, -0.4], [0.0, -0.1, 0.0], [0.7, -0.9, -0.9], [-2.0, -0.2, -2.3], [0.8, 1.5, 2.7], [0.0, 0.9, 1.0], [-0.1, -0.8, -0.1], [2.3, 1.7, -0.3], [-0.4, -0.9, 0.7], [-0.7, 0.8, -0.1], [0.0, -0.6, -0.1], [0.5, 0.1, -0.6], [0.1, -0.6, 1.0], [-2.0, 1.8, -0.9], [1.2, -0.5, 0.0], [-0.2, 0.7, -0.3], [0.2, -1.2, 0.7], [-1.4, 1.8, -0.2], [1.5, -1.5, 0.9], [1.1, 0.2, -0.4], [0.6, 0.0, 0.2], [-0.2, 0.3, 0.9], [-1.4, -0.7, -0.1], [0.7, 0.8, -0.5], [-0.1, 0.1, -0.1], [-0.5, -0.2, 0.7], [-0.3, -0.1, -1.2], [0.3, -0.2, 0.5], [-0.7, -0.1, 0.1], [-0.9, 0.6, 0.3], [0.4, -0.1, 0.4], [0.1, -0.1, -0.1], [0.4, -0.9, -0.4], [-0.3, -0.1, -1.0], [0.0, 0.1, -0.5], [0.2, -0.2, -0.1], [-0.3, 0.4, 0.0], [-0.4, -0.6, 0.4], [0.5, -0.6, 0.2], [-0.6, 0.8, -0.7], [0.9, -0.7, -0.3], [0.6, 0.3, 0.1], [2.3, 0.5, 1.1], [-1.2, -1.1, -2.4], [0.3, -1.1, -0.6], [-0.1, 0.5, 0.9], [-0.2, 0.0, -1.5], [-0.5, 0.1, 0.8], [0.7, 1.4, 1.2], [-0.2, -1.2, -1.0], [-0.3, 0.5, 0.7], [-0.9, -0.6, -0.8], [-0.1, 0.2, 0.7], [0.1, -0.4, 0.1], [-0.3, -0.3, -0.1], [0.0, -0.1, 0.1], [0.3, 0.2, 0.2], [-1.3, -0.6, 0.1], [-0.1, 0.0, 0.1], [-1.0, 0.5, 0.0], [-0.3, -0.4, -0.3], [0.0, 0.4, 0.4], [0.2, -0.4, -0.2], [0.4, 0.2, 0.7], [0.1, 0.1, 0.3], [0.7, 1.0, 0.6], [-0.1, -0.1, 0.2], [0.1, -0.4, 0.3], [1.1, 0.6, 0.0], [-0.6, 0.1, 0.2], [-0.1, 0.5, 0.0], [0.2, -0.3, -0.6], [-0.1, -0.2, -0.4], [-0.6, 0.0, 0.2], [-0.1, -0.2, -0.5], [-1.6, 0.2, 1.5], [0.5, 0.0, -0.5], [0.9, 0.6, 0.7], [0.0, -0.5, -1.2], [-0.2, -0.2, -0.4], [1.0, 0.1, 0.0], [0.2, 0.1, -0.1], [0.2, 0.5, 0.0], [-0.2, -0.7, -0.1], [0.1, 0.0, 0.1]],
  "mulliken_charge": [0.07, -0.14, -0.21, -0.20, -0.38, 0.86, -1.01, -0.55, 0.35, -0.04, 0.27, -1.16, -0.26, -0.98, -0.13, 0.42, 0.57, 0.33, 0.22, 0.37, 0.39, 0.33, 0.41, 0.42, 0.38, -0.70, 1.97, -0.35, -0.64, 0.30, -0.84, -0.83, -0.68, -0.14, -0.05, 1.03, 0.51, -0.39, -0.62, -0.60, -0.57, -0.63, 0.44, -0.50, -0.56, -0.72, -0.40, -0.23, 0.72, 0.32, 0.39, 0.35, 0.19, 0.45, 0.42, 0.34, 0.31, 0.20, 0.41, 0.38, 0.34, 0.27, -1.06, 0.36, -1.14, -1.89, 0.96, -0.76, -0.57, -0.48, -0.52, 0.95, -1.26, 0.46, -1.38, -1.24, 0.51, 0.06, 0.38, 0.31, 0.17, 0.45, 0.66, 0.40, 0.41, 0.36, 0.31, 0.33, 0.59, 0.28, 0.40, 0.36, 0.36, 0.20, 0.40, 0.45, 0.31, 0.10, -0.43, -0.57, -0.67, -0.62, 0.13, 0.20, 0.42, 0.34, 0.45, 0.33],
  "orbital_gap_ev": [6.3, 5.9],
  "total_energy_ha": -9238.01577,
  "s_squared": 2.017,
  "multiplicity": 3,
  "fmax_ha_per_bohr": 0.06179
}



{
  "formula": "C48H48IIrN13OPS",
  "method": "wB97M-V/def2-TZVPD",
  "species": ["Ir", "N", "C", "N", "C", "N", "N", "C", "N", "C", "C", "C", "C", "C", "N", "H", "H", "H", "H", "H", "H", "H", "H", "C", "C", "C", "N", "H", "H", "H", "H", "H", "N", "P", "C", "C", "C", "C", "C", "C", "C", "C", "C", "C", "C", "C", "C", "C", "C", "C", "C", "C", "H", "H", "H", "H", "H", "H", "H", "H", "H", "H", "H", "H", "H", "H", "H", "N", "C", "C", "C", "C", "C", "C", "N", "C", "C", "C", "C", "N", "C", "C", "H", "H", "H", "H", "H", "H", "H", "H", "H", "I", "C", "C", "N", "N", "C", "H", "H", "H", "O", "S", "C", "C", "C", "C", "H", "H", "H", "H", "H", "H", "H", "H"],
  "coordinates": [[-0.31852, 0.52965, -0.49149], [2.74127, 1.05699, -1.73680], [2.70353, -0.16872, -1.20628], [3.86690, -0.79833, -1.22704], [3.90137, -2.01252, -0.70239], [5.03822, -2.69600, -0.73982], [2.83779, -2.60136, -0.12001], [1.72759, -1.92117, -0.12778], [1.53046, -0.67367, -0.67369], [0.59320, -2.62951, 0.51217], [0.69909, -3.96717, 0.87511], [-0.40829, -4.58741, 1.42487], [-1.56271, -3.84233, 1.61131], [-1.55820, -2.50878, 1.23922], [-0.50165, -1.90980, 0.68488], [3.60896, 1.27607, -2.20016], [1.87945, 1.49503, -2.01918], [5.83608, -2.31519, -1.22007], [5.07188, -3.63174, -0.37306], [1.62753, -4.49107, 0.70865], [-0.37141, -5.63143, 1.70605], [-2.45702, -4.28312, 2.03126], [-2.44390, -1.90391, 1.38129], [-1.33376, -1.07034, 4.66585], [-2.13629, 0.09283, 4.07201], [-1.79839, 0.33314, 2.66527], [-1.53613, 0.52443, 1.56445], [-1.63187, -1.21103, 5.70252], [-0.26501, -0.85637, 4.64082], [-1.51705, -1.99982, 4.12882], [-1.92903, 1.01994, 4.60716], [-3.21066, -0.08913, 4.12891], [0.74165, 1.90185, 0.43165], [1.65833, 2.21758, 1.78194], [2.73123, 0.86261, 2.23344], [2.13235, -0.35711, 2.57340], [2.91806, -1.43263, 2.93886], [4.30587, -1.30696, 2.94692], [4.90286, -0.10952, 2.59155], [4.11782, 0.98175, 2.23248], [0.64787, 2.57256, 3.22565], [-0.47084, 3.40724, 3.13018], [-1.15946, 3.78311, 4.27106], [-0.74234, 3.32004, 5.51622], [0.36074, 2.48630, 5.61666], [1.06077, 2.11069, 4.47584], [2.65069, 3.66098, 1.46910], [3.37615, 3.73509, 0.27397], [4.24567, 4.78898, 0.05767], [4.39763, 5.77270, 1.03058], [3.66654, 5.71373, 2.20634], [2.79038, 4.65972, 2.43224], [1.05072, -0.45573, 2.54994], [2.45792, -2.37291, 3.21577], [4.92029, -2.15011, 3.23546], [5.98054, -0.01482, 2.60208], [4.59031, 1.91890, 1.96794], [-0.79198, 3.79217, 2.17159], [-2.01124, 4.44653, 4.19661], [-1.27688, 3.61827, 6.40908], [0.69097, 2.13667, 6.58603], [1.94224, 1.48991, 4.56851], [3.26823, 2.95249, -0.46699], [4.81852, 4.84377, -0.85919], [5.09531, 6.58436, 0.87133], [3.78199, 6.48481, 2.95592], [2.22862, 4.62123, 3.35653], [-3.00069, -5.19993, -3.83667], [-3.96669, -6.17525, -3.95350], [-4.00250, -7.37752, -4.66843], [-5.13340, -8.13776, -4.51025], [-6.20106, -7.73354, -3.66990], [-6.15400, -6.55883, -2.96729], [-4.99814, -5.77488, -3.09870], [-4.66586, -4.59019, -2.47362], [-3.48543, -4.27882, -2.94249], [-2.78330, -3.08000, -2.51904], [-3.40113, -2.23387, -1.59110], [-2.75141, -1.11028, -1.15812], [-1.52177, -0.75244, -1.59199], [-0.93303, -1.55722, -2.49558], [-1.51797, -2.70693, -2.97385], [-2.13787, -5.16632, -4.34934], [-3.18437, -7.70376, -5.29631], [-5.21588, -9.07513, -5.04399], [-7.07059, -8.37141, -3.58992], [-6.97875, -6.22587, -2.35210], [-4.38644, -2.48723, -1.22376], [-3.21034, -0.46018, -0.42907], [0.03913, -1.24048, -2.85003], [-0.97715, -3.29557, -3.70201], [-5.55964, 3.79583, -1.35214], [-3.66063, 3.18234, -0.90902], [-2.66329, 3.89828, -0.28112], [-1.59109, 3.09770, -0.20339], [-1.82793, 1.89360, -0.74906], [-3.09525, 1.93407, -1.17689], [-2.64951, 4.90888, 0.09575], [-0.66785, 3.25759, 0.19214], [-3.54935, 1.10847, -1.69090], [0.16348, 1.36619, -2.33167], [-0.37942, 2.70016, -2.97098], [0.37895, 2.68209, -4.61778], [1.26289, 3.92803, -4.71664], [1.86760, 4.12774, -3.33170], [0.68281, 4.04111, -2.37419], [-0.42066, 2.65172, -5.35557], [0.93909, 1.74595, -4.66153], [0.65391, 4.79355, -4.98336], [2.01384, 3.80490, -5.49519], [2.38309, 5.08206, -3.23520], [2.58741, 3.33623, -3.11415], [0.06738, 4.94285, -2.42053], [0.94186, 3.82169, -1.33899]],
  "forces_ev_per_angstrom": [[0.0, 1.3, -2.3], [0.0, 0.2, 0.0], [-0.2, -0.2, 0.3], [0.0, 0.1, -0.1], [0.2, -0.1, 0.1], [0.0, 0.0, 0.0], [0.0, 0.0, -0.1], [-0.1, 0.1, -0.2], [0.4, -0.6, 0.6], [0.0, 0.2, -0.2], [0.0, 0.0, -0.1], [0.0, 0.0, 0.0], [-0.1, 0.0, 0.0], [0.2, -0.1, 0.0], [-0.6, -0.2, 0.6], [0.0, 0.0, 0.0], [0.0, 0.0, 0.0], [0.0, 0.0, 0.0], [0.0, 0.0, 0.0], [0.0, 0.0, 0.0], [0.0, 0.0, 0.0], [0.0, 0.0, 0.0], [0.0, 0.0, 0.0], [0.0, 0.0, 0.0], [0.1, 0.0, -0.2], [-0.2, 0.2, 0.2], [0.4, -0.6, 0.3], [0.0, 0.0, 0.0], [0.0, 0.0, 0.0], [0.0, 0.0, 0.0], [0.0, 0.1, 0.0], [0.0, 0.0, 0.0], [0.2, 1.1, 1.0], [-0.1, -0.5, -0.5], [0.1, -0.2, -0.2], [0.0, 0.1, 0.0], [0.0, 0.0, 0.0], [0.0, 0.0, 0.0], [0.0, 0.1, 0.0], [0.0, 0.0, 0.1], [-0.3, 0.0, 0.0], [0.1, 0.0, 0.1], [0.0, 0.0, 0.0], [0.0, 0.0, 0.0], [0.0, 0.0, 0.0], [0.0, 0.1, 0.0], [0.1, 0.2, -0.2], [0.0, 0.0, 0.0], [0.0, 0.0, 0.0], [0.0, 0.0, 0.0], [0.0, 0.0, 0.0], [0.0, 0.0, 0.0], [0.0, 0.0, 0.0], [0.0, 0.0, 0.0], [0.0, 0.0, 0.0], [0.0, 0.0, 0.0], [0.0, 0.0, 0.0], [0.0, 0.0, 0.0], [0.0, 0.0, 0.0], [0.0, 0.0, 0.0], [0.0, 0.0, 0.0], [0.0, 0.0, 0.0], [0.0, 0.0, 0.1], [0.0, 0.0, 0.0], [0.0, 0.0, 0.0], [0.0, 0.0, 0.0], [0.0, 0.0, 0.0], [-0.1, 0.0, 0.0], [0.3, -0.2, 0.0], [0.0, 0.2, 0.0], [-0.2, 0.0, 0.1], [0.1, -0.1, -0.2], [0.0, 0.1, 0.0], [-0.2, 0.2, 0.2], [-0.1, -0.2, -0.2], [0.2, 0.1, 0.0], [0.0, -0.1, 0.0], [-0.1, 0.0, -0.1], [0.1, 0.0, -0.1], [-0.1, -1.0, 0.0], [-0.1, 0.2, -0.1], [0.0, 0.0, -0.1], [0.0, 0.0, 0.0], [0.0, 0.0, 0.0], [0.0, 0.0, 0.0], [0.0, 0.0, 0.0], [0.1, -0.1, 0.1], [0.0, 0.0, 0.0], [0.1, -0.1, 0.2], [0.0, -0.1, 0.1], [0.0, 0.0, 0.0], [-0.2, 0.1, -0.1], [0.1, -0.1, 0.0], [0.1, 0.0, 0.0], [-0.3, 0.3, 0.0], [-0.6, 0.3, 1.2], [0.2, 0.0, -0.1], [0.0, 0.0, 0.0], [0.1, -0.2, 0.0], [0.0, 0.0, 0.0], [0.7, -0.3, -0.3], [-0.4, 0.1, 0.2], [0.0, -0.1, -0.2], [0.0, 0.0, 0.1], [-0.1, 0.0, 0.0], [0.3, 0.0, 0.0], [0.0, -0.1, 0.0], [0.0, 0.0, 0.0], [0.0, 0.0, 0.0], [0.0, -0.1, 0.0], [0.0, 0.0, 0.0], [0.1, 0.0, 0.0], [0.0, 0.0, 0.0], [0.0, 0.0, 0.1]],
  "mulliken_charge": [4.33, -0.01, -0.32, -0.75, -0.08, -0.33, -0.59, 0.12, 0.32, 0.01, -0.49, -1.06, -1.42, -0.72, 1.01, 0.37, -0.06, 0.28, 0.26, 0.65, 0.51, 0.62, 0.79, -0.96, -0.74, 0.24, -0.47, 0.45, 0.19, 0.23, 0.08, 0.54, 0.36, 1.99, -0.16, 0.67, -0.81, -1.01, -0.85, -0.93, 0.95, -0.32, -0.89, -0.78, -0.73, -0.73, 0.40, -0.01, -0.86, -0.79, -0.81, -1.16, 0.28, 0.53, 0.46, 0.50, 0.49, 0.24, 0.47, 0.44, 0.49, 0.53, 0.56, 0.50, 0.43, 0.48, 0.47, 0.03, 0.77, -1.05, -0.43, -0.50, -0.78, 0.55, -0.54, -0.30, 0.93, -0.96, -1.19, 0.21, -0.69, -0.86, 0.18, 0.39, 0.40, 0.41, 0.44, 0.61, 1.21, 0.41, 0.43, 0.23, -1.32, -0.07, 0.89, -0.14, -0.75, 0.57, -0.33, 0.86, -0.94, 0.24, -0.51, -0.92, -0.40, 0.39, 0.61, 0.15, 0.34, 0.43, 0.57, 0.02, 0.73, -0.77],
  "de_lowest_kcal_mol": 42.59,
  "orbital_gap_ev": [6.0, 4.8],
  "charge": 3,
  "total_energy_ha": -3785.80313,
  "s_squared": 0.755,
  "multiplicity": 2,
  "fmax_ha_per_bohr": 0.05211
}